Entry from OMol25: 2 unconnected molecules or ions with the total composition FH2N in a non-equilibrium geometry (the ωB97M-V functional and the def2-TZVPD basis).

Summary:
Maximum force in eV/Å: 5.3
Frontier orbital gap (alpha / beta) in eV: 10.09 / 10.09
Highest occupied orbital energy (alpha / beta) in eV: -11.90 / -11.90

Each line ends with the natural charge from an NBO analysis.
CARTESIAN COORDINATES (ANGSTROEM)
N1 -0.1476 0.4402 -0.2754  -0.32
F1 1.5407 0.9346 -0.8252  -0.34
H1 -0.1746 -0.4406 -0.6702  0.33
H2 -0.2227 0.3198 0.6954  0.33